# 1
C48H36N2OP2S7SiSn as an isolated structure, computed with ωB97M-V/def2-TZVPD.

ORCA input file:
```
! RIJCOSX wB97M-V def2-TZVPD def2/J DEFGRID3
* xyz 0 1
Sn -1.867 1.326 1.525
C 3.067 0.499 -2.384
Si 1.770 -0.071 -1.168
C 0.565 -1.205 -2.049
C 1.263 -2.225 -2.703
C 0.612 -3.256 -3.364
C -0.771 -3.287 -3.359
C -1.483 -2.272 -2.733
C -0.834 -1.217 -2.096
P -1.805 0.170 -1.372
C -1.422 1.542 -2.528
C -0.546 1.434 -3.604
C -0.307 2.528 -4.426
C -0.942 3.736 -4.185
C -1.823 3.849 -3.117
C -2.060 2.761 -2.294
C -3.537 -0.197 -1.828
C -4.037 0.032 -3.111
C -5.360 -0.252 -3.405
C -6.199 -0.767 -2.422
C -5.710 -0.998 -1.147
C -4.383 -0.711 -0.853
C 2.614 -0.996 0.232
C 4.011 -1.036 0.184
C 4.754 -1.707 1.145
C 4.102 -2.359 2.179
C 2.716 -2.338 2.240
C 1.963 -1.671 1.278
P 0.126 -1.625 1.383
C -0.351 -3.253 0.692
C -1.716 -3.548 0.650
C -2.164 -4.756 0.143
C -1.253 -5.684 -0.345
C 0.102 -5.394 -0.322
C 0.553 -4.184 0.193
C -0.155 -1.889 3.175
C -0.522 -3.108 3.738
C -0.723 -3.216 5.108
C -0.547 -2.113 5.931
C -0.172 -0.896 5.380
C 0.014 -0.786 4.011
H 3.708 -0.296 -2.767
H 3.698 1.264 -1.926
H 2.553 0.963 -3.230
H 2.348 -2.232 -2.682
H 1.183 -4.032 -3.858
H -1.306 -4.096 -3.841
H -2.561 -2.317 -2.742
H -0.047 0.496 -3.812
H 0.376 2.431 -5.261
H -0.756 4.585 -4.830
H -2.328 4.787 -2.924
H -2.763 2.855 -1.474
H -3.392 0.446 -3.878
H -5.742 -0.066 -4.401
H -7.235 -0.982 -2.653
H -6.358 -1.388 -0.372
H -4.009 -0.888 0.147
H 4.539 -0.514 -0.605
H 5.835 -1.709 1.089
H 4.668 -2.879 2.941
H 2.214 -2.843 3.057
H -2.430 -2.832 1.041
H -3.226 -4.970 0.125
H -1.600 -6.629 -0.746
H 0.817 -6.114 -0.702
H 1.615 -3.972 0.209
H -0.662 -3.979 3.110
H -1.016 -4.168 5.533
H -0.706 -2.201 6.999
H -0.034 -0.028 6.012
H 0.299 0.175 3.589
O -8.711 0.171 2.243
C -7.538 0.404 2.166
S -6.857 1.796 1.304
C -5.174 1.437 1.632
C -4.910 0.340 2.361
S -3.320 -0.249 2.798
S -6.279 -0.615 2.897
S -3.986 2.530 0.966
S 4.359 3.144 3.858
C 3.570 2.957 2.427
S 2.302 1.792 2.162
C 2.097 2.369 0.535
N 2.891 3.325 0.212
N 3.719 3.642 1.255
C 4.624 4.731 1.032
C 4.130 5.892 0.461
C 4.994 6.948 0.216
C 6.338 6.839 0.546
C 6.819 5.668 1.114
C 5.965 4.603 1.356
S 0.844 1.807 -0.562
H 3.081 5.957 0.205
H 4.615 7.858 -0.230
H 7.010 7.666 0.360
H 7.867 5.577 1.367
H 6.329 3.688 1.800
*
```

Its relative energy (zero: lowest compared OMol25 entry of this formula, charge and spin) is 0.0 kJ/mol.

---

# 2
A 2-piece molecular cluster, C4H7N2P overall, computed with ωB97M-V/def2-TZVPD.

ORCA input file:
```
! RIJCOSX wB97M-V def2-TZVPD def2/J DEFGRID3
* xyz 0 1
C -0.616 0.072 1.510
C -1.467 -0.006 0.386
C 0.242 -0.989 1.445
C -1.085 -1.117 -0.329
N -0.058 -1.715 0.335
N 0.966 1.456 -1.535
P -0.613 1.293 -1.910
H -0.651 0.820 2.277
H -2.304 0.631 0.179
H 1.031 -1.287 2.109
H -1.507 -1.536 -1.223
H 1.301 2.114 -0.843
H 1.682 0.835 -1.890
H 0.447 -2.522 -0.002
*
```

Its relative energy (zero: lowest compared OMol25 entry of this formula, charge and spin) is 110.0 kJ/mol.

---

# 3
A 14-piece molecular cluster, C5H39N2O13S overall at a distorted geometry, computed with ωB97M-V/def2-TZVPD.

ORCA input file:
```
! RIJCOSX wB97M-V def2-TZVPD def2/J DEFGRID3
* xyz -1 1
C 1.895 2.601 -1.783
N 1.396 2.271 -0.427
C -0.033 2.460 -0.272
C -0.364 3.644 0.740
S -0.165 3.329 2.548
C -0.702 1.158 0.257
N -0.147 -0.074 -0.411
C -0.103 -1.291 0.398
H 1.093 2.726 -2.548
H 2.700 1.921 -2.101
H 2.325 3.608 -1.664
H 1.833 2.802 0.348
H -0.532 2.876 -1.166
H -1.373 4.083 0.610
H 0.220 4.475 0.434
H -1.706 1.269 -0.182
H -0.542 1.068 1.322
H 0.729 0.232 -0.822
H 0.687 -1.361 1.177
H 0.220 -2.036 -0.428
H -1.048 -1.451 0.884
H -1.884 0.165 3.784
H -1.653 1.476 2.908
O -2.331 0.802 3.221
H 0.831 -3.706 1.445
H -0.553 -3.528 0.907
O -0.059 -4.071 1.531
H 3.099 -3.774 -1.183
H 2.139 -4.411 -0.245
O 2.620 -3.579 -0.362
H 4.092 -0.550 0.603
H 3.737 0.106 -0.704
O 4.478 -0.368 -0.296
H 3.304 2.298 1.747
H 2.288 2.479 2.734
O 3.250 2.243 2.717
H -4.288 1.821 1.346
H -3.465 0.597 1.920
O -3.983 0.932 1.157
H -2.791 -3.654 -1.314
H -1.795 -2.518 -1.623
O -1.855 -3.445 -1.382
H -3.537 -2.371 1.555
H -3.157 -3.457 0.516
O -3.482 -3.317 1.403
H -0.860 0.595 -4.064
H -0.497 0.064 -2.550
O -0.311 0.063 -3.494
H 2.377 -0.330 1.705
H 3.274 0.501 2.498
O 3.278 -0.384 2.060
H -3.627 0.993 -3.152
H -3.446 1.052 -1.732
O -3.287 1.626 -2.505
H 2.930 -2.241 -2.032
H 4.216 -1.918 -1.423
O 3.869 -2.426 -2.187
H -2.469 -1.119 -0.895
H -3.470 -0.153 -0.404
O -3.365 -0.804 -1.123
*
```

Its relative energy (zero: lowest compared OMol25 entry of this formula, charge and spin) is 201.7 kJ/mol.

---

# 4
One molecule with the formula CH5NO2Si at a distorted geometry, computed with ωB97M-V/def2-TZVPD.

ORCA input file:
```
! RIJCOSX wB97M-V def2-TZVPD def2/J DEFGRID3
* xyz 0 1
C 1.087 -0.039 0.676
N -1.664 0.115 -0.015
O -2.221 -0.852 0.529
O -2.120 1.276 -0.130
Si -0.015 -0.172 -0.819
H 1.130 1.054 1.001
H 1.232 -0.640 1.520
H 2.082 -0.236 0.382
H 0.209 -1.494 -1.476
H 0.278 0.989 -1.666
*
```

The SMILES is C[SiH2][N+](=O)[O-]. Its relative energy (zero: lowest compared OMol25 entry of this formula, charge and spin) is 132.9 kJ/mol.

---

# 5
A 9-piece molecular cluster, C51H90B2FNO21P overall, computed with ωB97M-V/def2-TZVPD.

ORCA input file:
```
! RIJCOSX wB97M-V def2-TZVPD def2/J DEFGRID3
* xyz -1 1
C 0.416 1.601 6.653
C 0.876 1.665 5.193
O 1.303 0.417 4.681
B 0.402 -0.350 3.936
O -0.938 -0.321 4.408
B 0.805 -1.191 2.479
C 0.742 -0.137 1.210
C -0.216 1.045 1.364
C -0.326 1.931 0.106
C -1.738 2.459 -0.216
C -2.388 1.835 -1.452
O -3.348 0.837 -1.149
C -4.578 1.372 -0.718
O 2.150 -1.876 2.427
C 2.036 -2.981 1.593
C 2.768 -2.815 0.248
C 3.835 -1.741 0.268
F 3.421 -4.053 -0.023
C 0.496 -3.384 1.583
C 0.302 -4.729 2.324
C 1.209 -5.917 1.974
C 1.275 -6.353 0.508
C 2.467 -7.273 0.226
C 2.886 -7.232 -1.243
N 3.470 -8.518 -1.682
P -0.412 -3.307 -0.118
C -1.519 -4.797 -0.149
C -1.721 -2.039 0.084
O -0.107 -2.397 2.377
H -0.672 1.635 6.722
H 0.794 2.460 7.215
H 0.758 0.680 7.121
H 1.722 2.351 5.102
H 0.078 2.087 4.578
H -1.434 0.422 4.053
H 0.554 -0.666 0.262
H 1.759 0.269 1.125
H 0.215 1.670 2.146
H -1.218 0.716 1.664
H 0.331 2.793 0.237
H 0.076 1.368 -0.743
H -2.389 2.303 0.648
H -1.680 3.540 -0.365
H -1.630 1.346 -2.059
H -2.861 2.601 -2.081
H -4.764 2.337 -1.204
H -5.363 0.681 -1.014
H -4.607 1.518 0.365
H 2.604 -3.778 2.083
H 2.085 -2.660 -0.586
H 4.601 -2.054 -0.448
H 4.274 -1.637 1.257
H 3.413 -0.797 -0.067
H 0.481 -4.471 3.371
H -0.743 -5.040 2.279
H 0.874 -6.781 2.559
H 2.225 -5.715 2.312
H 1.341 -5.490 -0.156
H 0.370 -6.921 0.268
H 3.311 -6.938 0.832
H 2.236 -8.309 0.488
H 2.020 -6.955 -1.858
H 3.632 -6.452 -1.390
H 2.720 -9.129 -1.985
H 4.015 -8.358 -2.521
H -1.104 -5.646 0.383
H -2.473 -4.559 0.337
H -1.739 -5.081 -1.178
H -2.547 -2.351 -0.563
H -1.382 -1.073 -0.274
H -2.075 -1.960 1.111
O -7.817 0.509 -2.175
C -7.291 0.404 -3.245
O -7.752 1.029 -4.357
C -6.971 0.640 -5.502
C -5.639 0.160 -4.936
C -6.064 -0.416 -3.593
H -7.511 -0.153 -6.027
H -6.877 1.500 -6.161
H -5.126 -0.553 -5.579
H -4.976 1.011 -4.786
H -6.366 -1.463 -3.662
H -5.310 -0.313 -2.816
O -0.799 3.767 2.829
C -1.237 4.399 3.741
O -2.188 3.902 4.575
C -2.585 4.898 5.529
C -1.420 5.881 5.590
C -0.875 5.806 4.168
H -3.506 5.367 5.173
H -2.786 4.397 6.474
H -1.718 6.878 5.908
H -0.663 5.515 6.285
H -1.369 6.504 3.488
H 0.202 5.940 4.120
O 2.168 6.487 5.401
C 2.856 7.291 4.843
O 4.193 7.338 5.037
C 4.770 8.451 4.332
C 3.770 8.776 3.227
C 2.446 8.384 3.877
H 4.898 9.273 5.039
H 5.746 8.147 3.961
H 3.823 9.813 2.901
H 3.956 8.138 2.362
H 2.009 9.199 4.457
H 1.703 8.008 3.178
O -3.319 2.036 -6.533
C -2.452 1.348 -6.065
O -2.312 1.186 -4.733
C -1.146 0.385 -4.445
C -0.888 -0.402 -5.725
C -1.391 0.559 -6.800
H -0.324 1.059 -4.195
H -1.367 -0.234 -3.579
H 0.151 -0.703 -5.837
H -1.504 -1.303 -5.733
H -0.618 1.256 -7.131
H -1.835 0.044 -7.645
O 7.117 8.198 8.142
C 6.967 7.073 7.761
O 7.632 6.577 6.691
C 7.176 5.243 6.396
C 6.576 4.729 7.698
C 6.038 6.014 8.321
H 6.430 5.304 5.601
H 8.017 4.648 6.049
H 5.824 3.959 7.539
H 7.363 4.311 8.329
H 5.024 6.234 7.979
H 6.062 6.011 9.407
O -4.977 -5.575 -5.561
C -5.045 -5.620 -4.367
O -6.218 -5.444 -3.710
C -5.999 -5.444 -2.287
C -4.691 -6.197 -2.086
C -3.932 -5.846 -3.362
H -5.936 -4.408 -1.949
H -6.856 -5.917 -1.815
H -4.174 -5.923 -1.169
H -4.885 -7.271 -2.057
H -3.365 -4.918 -3.263
H -3.265 -6.629 -3.713
O -2.854 -1.711 -8.370
C -3.935 -2.115 -8.688
O -4.124 -3.360 -9.175
C -5.499 -3.550 -9.547
C -6.277 -2.511 -8.746
C -5.259 -1.379 -8.638
H -5.585 -3.390 -10.624
H -5.771 -4.577 -9.318
H -7.216 -2.229 -9.219
H -6.499 -2.903 -7.753
H -5.297 -0.695 -9.488
H -5.330 -0.799 -7.722
O 6.205 2.091 -1.307
C 6.912 1.187 -0.976
O 7.273 0.972 0.311
C 8.208 -0.115 0.396
C 7.992 -0.933 -0.873
C 7.565 0.144 -1.865
H 9.215 0.308 0.447
H 8.008 -0.665 1.311
H 8.872 -1.496 -1.178
H 7.173 -1.637 -0.723
H 8.417 0.614 -2.362
H 6.859 -0.203 -2.614
*
```

---

# 6
C17H45N4O3PRh as an isolated structure at a distorted geometry, computed with ωB97M-V/def2-TZVPD.

ORCA input file:
```
! RIJCOSX wB97M-V def2-TZVPD def2/J DEFGRID3
* xyz 3 1
Rh -0.007 -0.392 -0.260
N -2.109 -0.226 0.193
C -2.855 0.067 -1.049
C -2.397 -0.877 -2.115
N -0.924 -0.806 -2.198
H -2.460 -1.079 0.624
H -2.239 0.531 0.860
H -2.635 1.091 -1.332
H -3.933 -0.025 -0.906
H -2.875 -0.630 -3.065
H -2.685 -1.898 -1.881
H -0.636 0.105 -2.563
H -0.558 -1.529 -2.813
C 2.422 1.409 -1.739
O 2.031 0.696 -0.551
C 2.580 1.261 0.634
C 2.074 0.429 1.765
O 0.634 0.390 1.770
C 0.007 1.548 2.360
H 3.494 1.291 -1.899
H 2.187 2.468 -1.641
H 1.881 0.986 -2.580
H 2.273 2.308 0.718
H 3.672 1.230 0.609
H 2.456 0.807 2.714
H 2.394 -0.606 1.637
H 0.523 1.805 3.284
H -1.019 1.275 2.600
H 0.021 2.400 1.682
C 2.024 -4.728 -0.867
C 1.359 -3.372 -1.099
C 2.432 -2.303 -1.349
P 0.202 -2.776 0.222
C -1.418 -3.628 -0.038
C -2.353 -3.482 1.173
C -1.324 -5.071 -0.539
C 0.926 -3.303 1.865
C 0.727 -4.788 2.154
C 0.422 -2.436 3.026
H 2.658 -4.931 -1.733
H 1.320 -5.552 -0.791
H 2.679 -4.719 0.004
H 0.724 -3.435 -1.991
H 3.092 -2.195 -0.485
H 1.991 -1.331 -1.565
H 3.050 -2.588 -2.200
H -1.828 -3.036 -0.858
H -2.208 -4.298 1.878
H -3.394 -3.541 0.849
H -2.211 -2.546 1.718
H -0.859 -5.738 0.183
H -0.805 -5.153 -1.492
H -2.343 -5.434 -0.690
H 1.988 -3.099 1.685
H -0.296 -5.013 2.447
H 1.359 -5.046 3.007
H 1.028 -5.438 1.339
H -0.520 -2.816 3.422
H 0.295 -1.396 2.755
H 1.142 -2.479 3.844
C -0.770 5.401 -2.116
N -0.544 4.117 -1.457
C -0.856 2.915 -1.945
N -1.594 2.898 -3.074
O -0.484 1.859 -1.356
H -0.427 6.198 -1.465
H -1.829 5.566 -2.319
H -0.225 5.466 -3.059
H -0.034 4.114 -0.590
H -1.881 3.748 -3.530
H -1.827 2.038 -3.535
*
```

Its relative energy (zero: lowest compared OMol25 entry of this formula, charge and spin) is 0.0 kJ/mol.

---

HOMO energy across the listed records, respectively: -7.398, -6.522, -4.599, -10.740, -4.012, -18.200 eV.